1.
Computed, not measured: a cluster of 2 separate species, C3H7NO in total, with wB97M-V/def2-TZVPD.

Atoms and positions in Å:
C  1.829  0.532  -0.726
N  2.727  0.086  0.062
H  1.431  1.542  -0.668
H  1.197  -0.191  -1.267
H  2.823  -0.904  -0.172
C  -1.495  -1.092  -0.060
C  -1.284  0.056  0.690
O  -1.347  1.219  0.136
H  -1.337  -2.063  0.390
H  -2.075  -1.045  -0.973
H  -1.117  -0.041  1.761
H  -1.351  1.900  0.827

net charge: +1
energy: -6750.94698 eV
ΔE to the lowest compared entry with this formula, charge and spin: 2.0736 eV
multiplicity: 2
<S²>: 0.756
E_HOMO (alpha / beta): -13.90 / -13.84 eV



2.
Computed, not measured: an isolated molecule of C3H7NO2, with wB97M-V/def2-TZVPD.

Atoms and positions in Å:
N  0.644  1.131  -1.132
C  1.084  0.500  -0.006
O  2.077  0.990  0.507
C  0.389  -0.687  0.606
C  -1.089  -0.850  0.279
O  -1.859  0.274  0.643
H  1.426  1.773  -1.266
H  0.044  0.752  -1.855
H  0.536  -0.545  1.679
H  0.958  -1.583  0.324
H  -1.216  -1.098  -0.788
H  -1.488  -1.697  0.847
H  -1.509  1.040  0.162

energy: -8809.61771 eV
SMILES: NC(=O)CCO
ΔE to the lowest compared entry with this formula, charge and spin: 0.9112 eV
multiplicity: 1
E_HOMO: -10.08 eV



3.
Computed, not measured: an isolated molecule of C3H7NO2, with wB97M-V/def2-TZVPD.

Atoms and positions in Å:
C  -0.848  -0.357  -0.961
C  0.439  -0.390  -0.186
N  0.367  -0.865  1.172
C  0.830  1.353  -0.085
O  1.198  2.061  -0.999
O  0.334  1.681  1.072
H  -0.653  0.132  -1.835
H  -1.291  -1.257  -1.039
H  -1.560  0.297  -0.497
H  1.104  -0.887  -0.878
H  0.693  -1.813  1.266
H  -0.597  -0.852  1.379
H  -0.015  0.897  1.593

energy: -8808.58191 eV
SMILES: C[C@H](N)C(=O)O
ΔE to the lowest compared entry with this formula, charge and spin: 1.9469 eV
multiplicity: 1
E_HOMO: -9.24 eV



4.
Computed, not measured: an isolated molecule of C3H7NO2, with wB97M-V/def2-TZVPD.

Atoms and positions in Å:
C  -1.725  0.300  -0.345
C  -0.591  0.003  0.613
O  -0.285  -1.359  0.703
C  1.045  0.257  -0.715
O  0.566  0.937  0.335
N  2.355  0.131  -0.662
H  -1.739  1.374  -0.533
H  -2.666  -0.013  0.116
H  -1.610  -0.215  -1.306
H  -0.778  0.297  1.634
H  -0.187  -1.726  -0.193
H  2.744  -0.496  -1.344
H  2.964  0.593  0.005

energy: -8807.48042 eV
ΔE to the lowest compared entry with this formula, charge and spin: 3.0484 eV
multiplicity: 1
E_HOMO: -8.41 eV